Density functional theory data (wB97M-V/def2-TZVPD) for C22H20N2O5 in the gas phase.

```
49
Properties=species:S:1:pos:R:3
N 3.4366 -1.9010 -1.8224
C 3.4309 -0.9116 -1.2351
C 3.5246 0.3151 -0.5621
C 2.4902 1.0869 -0.1556
C 1.0745 0.8308 -0.1912
C 0.2097 1.8408 0.2445
C -1.1596 1.6758 0.2436
C -1.7129 0.4730 -0.1924
O -3.0338 0.1871 -0.2300
C -3.9626 1.1628 0.1909
C -5.3603 0.6080 0.1027
C -5.5872 -0.7623 0.0983
C -6.8754 -1.2585 0.0400
C -7.9561 -0.3828 -0.0071
C -9.3519 -0.8674 -0.0657
O -10.3240 -0.1545 -0.1055
O -9.4531 -2.2063 -0.0705
C -7.7300 0.9927 0.0002
C -6.4418 1.4822 0.0521
C -0.8582 -0.5464 -0.6284
C 0.5038 -0.3729 -0.6292
C 4.9067 0.8919 -0.4165
O 5.1080 2.0755 -0.6191
N 5.8982 0.0486 -0.0565
C 5.7464 -1.3258 0.3773
C 6.8490 -1.6509 1.3842
O 8.1412 -1.5445 0.8270
C 8.2409 -0.5631 -0.1896
C 7.2520 0.5763 0.0086
H 2.7756 2.0447 0.2661
H 0.6241 2.7788 0.5849
H -1.7851 2.4863 0.5833
H -3.8816 2.0629 -0.4351
H -3.7610 1.4516 1.2352
H -4.7454 -1.4353 0.1337
H -7.0515 -2.3226 0.0331
H -10.3878 -2.4618 -0.1110
H -8.5795 1.6573 -0.0386
H -6.2693 2.5487 0.0543
H -1.2988 -1.4714 -0.9649
H 1.1367 -1.1758 -0.9695
H 4.7730 -1.4656 0.8535
H 5.8168 -2.0134 -0.4748
H 6.7476 -2.6818 1.7323
H 6.7570 -0.9798 2.2521
H 9.2667 -0.1884 -0.1569
H 8.0692 -1.0281 -1.1715
H 7.3619 1.3298 -0.7745
H 7.4255 1.0646 0.9756
```

Calculated values
* frontier orbital gap: 8.186 eV
* multiplicity: 1
* highest occupied orbital energy: -0.319 hartree
* E_LUMO: -0.49 eV
* relative energy (zero: lowest compared OMol25 entry of this formula, charge and spin): 2.581 eV
* SMILES string: N#C/C(=C\c1ccc(OCc2ccc(C(=O)O)cc2)cc1)C(=O)N1CCOCC1